# 1
41
Properties=species:S:1:pos:R:3:mulliken_charge:R:1 method="wB97M-V/def2-TZVPD" smiles="O=C(CSc1ccc(Cl)cc1)Nc1cccc(NC(=O)c2ccco2)c1" total_charge=0 gap_ev=8.853 spin_multiplicity=1 e_homo_ev=-8.36
O -2.71531 -3.21039 0.50333 -0.6558
C -2.36831 -2.49222 -0.40825 0.5512
N -1.19560 -1.82841 -0.50493 0.0350
C -0.12754 -1.78978 0.39675 0.4017
C -0.11227 -2.51652 1.58193 -0.5869
C 0.98825 -2.42138 2.41593 -0.7952
C 2.06404 -1.62057 2.08707 -0.7798
C 2.04974 -0.89157 0.89765 0.4035
C 0.95032 -0.97846 0.05525 -0.4442
H 0.93918 -0.41440 -0.86299 0.6389
N 3.15610 -0.09529 0.60123 -0.0488
C 3.38026 0.68659 -0.49527 0.4899
O 2.61945 0.82374 -1.43290 -0.7062
C 4.67835 1.37796 -0.44312 0.2741
C 5.24386 2.23362 -1.35369 -0.5148
C 6.49326 2.61073 -0.81770 -0.4330
C 6.60035 1.96164 0.37546 -0.4323
O 5.51391 1.21468 0.61440 -0.3663
H 7.37383 1.95139 1.11822 0.4539
H 7.21163 3.27148 -1.25687 0.4488
H 4.80609 2.54044 -2.28053 0.5201
H 3.89041 -0.10695 1.29698 0.2165
H 2.91771 -1.55575 2.74634 0.3776
H 1.00432 -2.98375 3.33705 0.3720
H -0.94793 -3.14300 1.84191 0.5197
H -1.07632 -1.24379 -1.32647 0.0872
C -3.27778 -2.28975 -1.62034 -0.7711
H -4.30795 -2.52608 -1.35337 0.4122
H -2.96021 -2.97143 -2.41254 0.4575
S -3.19970 -0.64202 -2.38461 -0.1689
C -3.87687 0.43929 -1.15811 0.7434
C -4.24999 0.03380 0.11503 -0.2517
C -4.77586 0.95636 1.00278 -0.8842
C -4.92462 2.27824 0.61893 0.3282
C -4.54906 2.69225 -0.65113 -0.6522
C -4.02703 1.77146 -1.53542 -0.5162
H -3.73143 2.07522 -2.52786 0.3571
H -4.66686 3.72371 -0.94276 0.4081
Cl -5.58333 3.42455 1.73212 -0.2190
H -5.06749 0.64250 1.99251 0.4043
H -4.13959 -0.98814 0.43800 0.3255

# 2
51
Properties=species:S:1:pos:R:3:mulliken_charge:R:1 method="wB97M-V/def2-TZVPD" smiles="COc1ccc(CCNC(=O)C(=O)NCCOc2ccccc2Cl)cc1OC" total_charge=0 gap_ev=8.742 spin_multiplicity=1 e_homo_ev=-8.04
C -2.14851 -4.22066 0.88198 -1.0127
O -1.70038 -3.20961 0.01496 -0.4005
C -2.50154 -2.12138 -0.17424 0.7672
C -3.73527 -1.92146 0.41923 -0.5831
C -4.43974 -0.74516 0.20912 -0.9009
C -3.92943 0.24337 -0.60901 0.1318
C -2.71248 0.02420 -1.25366 0.1754
C -1.99036 -1.13666 -1.04698 0.5507
O -0.77668 -1.41316 -1.60209 -0.4723
C -0.22699 -0.48469 -2.50902 -0.8574
H 0.71779 -0.91916 -2.83237 0.2480
H -0.87569 -0.34452 -3.37974 0.4067
H -0.03885 0.48206 -2.03201 0.2596
H -2.32176 0.78942 -1.90648 0.4356
C -4.56976 1.60116 -0.67983 -1.2947
H -5.65579 1.52839 -0.62197 0.4279
H -4.30069 2.10039 -1.61261 0.3419
C -4.06524 2.44213 0.51461 -0.7765
N -2.62705 2.38531 0.59723 -0.1299
C -1.99832 1.42060 1.28544 0.2659
O -2.45896 0.77080 2.20755 -0.6579
C -0.57640 1.16405 0.77122 0.5740
O -0.10096 1.82179 -0.14284 -0.7274
N -0.02159 0.13175 1.40678 0.0433
H -0.63151 -0.29281 2.09852 0.2656
C 1.19381 -0.56274 1.04761 -0.6664
H 0.99976 -1.25789 0.22212 0.2271
C 2.30757 0.40760 0.65018 -0.6239
O 3.49710 -0.34958 0.58575 -0.3360
C 4.64296 0.27056 0.20958 0.4441
C 4.75964 1.61559 -0.12315 -0.3729
C 5.98682 2.14261 -0.49230 -0.7801
C 7.11402 1.34457 -0.53507 -0.4453
C 7.01686 0.00196 -0.20569 -0.4504
C 5.79533 -0.52550 0.16163 0.3950
Cl 5.65992 -2.19572 0.57533 -0.2173
H 7.88361 -0.63909 -0.23182 0.4248
H 8.06751 1.75884 -0.82240 0.3726
H 6.05382 3.18934 -0.74711 0.3502
H 3.89434 2.25810 -0.09706 0.4032
H 2.08401 0.87035 -0.31661 0.4678
H 2.39394 1.19724 1.40962 0.3993
H 1.53005 -1.13916 1.91196 0.4633
H -2.08875 2.76706 -0.17317 0.2967
H -4.38567 3.48188 0.41870 0.3812
H -4.44871 2.02364 1.44736 0.3769
H -5.38283 -0.59735 0.71236 0.3894
H -4.15296 -2.66760 1.07535 0.4104
H -1.35641 -4.96774 0.89502 0.2473
H -3.07365 -4.68217 0.52081 0.3752
H -2.30593 -3.84098 1.89722 0.3878

# 3
118
Properties=species:S:1:pos:R:3:mulliken_charge:R:1 method="wB97M-V/def2-TZVPD" total_charge=0 gap_ev=7.701 spin_multiplicity=1 e_homo_ev=-7.29
Pb -1.60077 0.47967 -0.94150 1.2304
O 2.15951 -2.09948 1.25585 0.2203
C 3.55120 -1.90805 1.36655 0.9186
C 4.33649 -3.01440 1.75383 -0.6221
C 5.69754 -2.72109 2.04480 -1.0211
C 6.10600 -1.41679 1.84070 -1.0447
C 5.27815 -0.38997 1.38283 -0.2775
C 3.97025 -0.59034 1.14136 -0.4606
P 2.79938 0.51252 0.20478 0.7636
C 3.87284 1.95644 0.10321 0.3219
C 3.52766 2.95695 0.99048 -0.2491
C 4.14675 4.15570 1.02065 -0.5329
C 5.22609 4.34995 0.19111 -0.4989
C 5.68170 3.36010 -0.72534 -1.1107
C 4.92946 2.16054 -0.81943 -0.1326
C 3.10072 -0.36334 -1.47410 0.7241
C 4.14139 -1.24462 -1.73115 -0.2346
C 4.23908 -1.79592 -2.96959 -0.6525
C 3.41631 -1.40523 -3.98938 -0.7026
C 2.37331 -0.50521 -3.75629 -0.6264
C 2.20612 0.04438 -2.49366 -0.3645
C 1.55616 -3.21254 1.70749 0.1065
C 1.73156 -3.66937 3.03942 -0.2044
C 0.93033 -4.66658 3.49724 -0.7790
C -0.02114 -5.28709 2.68231 -0.6345
C -0.24740 -4.82885 1.42416 -0.1044
C 0.48564 -3.67441 0.95286 -0.7331
P -0.22025 -2.63712 -0.38322 2.8850
C -1.97880 -2.90691 -0.01481 -0.1060
C -2.99331 -3.41298 -0.71425 -0.8749
C -4.33450 -3.65638 -0.25040 -0.6766
C -4.60948 -3.57836 1.03627 -1.3638
C -3.54606 -3.39404 2.07004 -0.0145
C -2.33893 -2.69537 1.45414 -0.4347
C 0.15703 -3.47821 -1.91192 0.5159
C -0.56258 -3.00084 -3.04045 -0.7006
C -0.46577 -3.64960 -4.28643 -0.8744
C 0.61697 -4.52760 -4.51442 -0.5059
C 1.37423 -4.89290 -3.46850 -0.6783
C 1.11579 -4.48180 -2.11339 -0.6938
H 3.86497 -4.00579 1.88904 0.5766
H 6.42378 -3.48785 2.36350 0.3580
H 7.10508 -1.15236 2.05798 0.4652
H 5.76031 0.56342 1.21819 0.4321
H 2.69898 2.76598 1.79722 0.3109
H 3.81374 4.95276 1.72364 0.3375
H 5.79927 5.28527 0.24938 0.3654
H 6.50053 3.64416 -1.34450 0.4717
H 5.18916 1.47782 -1.58015 0.5343
H 4.72971 -1.50614 -0.86562 0.3222
H 4.96624 -2.57876 -3.14343 0.4265
H 3.45752 -1.77903 -5.00636 0.3648
H 1.72768 -0.17107 -4.52069 0.5435
H 1.54800 0.91636 -2.25121 0.2384
H 2.52541 -3.22278 3.63772 0.4948
H 1.03679 -4.96397 4.53401 0.4172
H -0.52989 -6.16667 3.05300 0.4927
H -1.07779 -5.18079 0.76304 0.3488
H -2.84022 -3.63734 -1.76211 0.4656
H -5.12893 -3.82368 -1.02686 0.3302
H -5.64556 -3.78329 1.28607 0.3324
H -3.36142 -4.32669 2.55967 0.6394
H -1.45964 -2.81903 2.00624 -0.2519
H -1.30861 -2.24424 -2.91148 0.5486
H -1.09313 -3.32347 -5.12042 0.3583
H 0.87686 -4.87879 -5.50710 0.4028
H 2.16832 -5.59454 -3.67411 0.4234
H 1.63273 -4.87287 -1.25578 0.4318
N -1.58920 0.73101 1.54480 -0.2102
C -1.85946 -0.36872 2.40508 -0.0811
C -1.17747 -0.66401 3.50291 -0.7868
C -1.56921 -1.75915 4.42826 -0.7771
C -2.66841 -2.52344 4.31489 -1.3446
C -3.65452 -2.22114 3.06933 0.2942
C -2.95583 -1.31006 1.99365 0.7703
C -3.92543 -0.66869 1.06945 0.4400
C -5.21125 -0.40127 1.60780 -0.5790
C -6.24617 -0.05661 0.83145 -0.9847
C -6.04170 0.13763 -0.52684 -1.1730
C -4.73366 0.12069 -1.05377 -0.9666
C -3.61154 -0.26636 -0.25279 0.8166
H -0.74764 1.21755 1.84458 0.0815
H -2.30281 1.45963 1.43651 0.3358
H -0.29877 -0.03194 3.67685 0.3680
H -0.85654 -1.89467 5.16930 0.5861
H -2.98761 -3.38475 4.87555 0.4532
H -4.67830 -2.08786 3.38786 0.6348
H -5.35101 -0.44189 2.65669 0.5693
H -7.25387 0.13856 1.19117 0.4285
H -6.90749 0.45121 -1.07480 0.4222
H -4.58571 0.36700 -2.11888 0.5127
C 0.59200 4.90216 1.54415 -0.2713
O -0.26843 5.24205 0.45284 -0.3377
P 0.05270 4.81578 -1.07272 0.8274
O 1.32412 5.85944 -1.25458 -0.4237
C 2.20339 5.89595 -2.39454 -0.7750
O -1.24814 5.52957 -1.70299 -0.2925
C -1.60684 6.81524 -1.33055 -0.7961
H 0.01032 4.88547 2.47319 0.3187
H 1.41169 5.59295 1.62231 0.3126
H 1.00866 3.87257 1.41829 -0.2395
H 3.23857 6.12182 -2.07005 0.2013
H 1.81113 6.66490 -2.98432 0.3106
H 2.21909 4.96603 -2.92718 0.3386
H -1.77813 6.87576 -0.23751 0.2834
H -2.56495 7.12255 -1.85537 0.2250
H -0.88234 7.59074 -1.52966 0.3347
F -2.41779 3.41811 1.31066 -0.5814
C -2.90563 3.56335 0.05010 0.9283
C -2.63715 2.61792 -0.86189 -0.7875
C -3.16485 2.91229 -2.10421 0.2780
F -2.84251 2.05393 -3.14881 -0.4712
C -4.00958 3.95552 -2.37911 0.0911
F -4.55292 4.09853 -3.62363 -0.3623
C -4.24859 4.90722 -1.34184 0.5966
F -5.01691 5.97376 -1.53144 -0.4093
C -3.70107 4.70340 -0.11633 0.3590
F -4.00074 5.54286 0.88535 -0.4257

# 4
130
Properties=species:S:1:pos:R:3:mulliken_charge:R:1 method="wB97M-V/def2-TZVPD" total_charge=0 gap_ev=8.424 spin_multiplicity=1 e_homo_ev=-8.41
C -0.14688 26.11598 7.27084 -0.4726
S 1.60025 26.34397 7.80310 0.4200
O 1.94628 25.26091 8.77575 -0.6344
C 2.32412 25.73777 6.27325 -0.8751
H -0.77370 26.45630 8.09508 0.3868
H -0.28754 25.08035 6.96134 0.0811
H -0.31521 26.73289 6.38813 0.1694
H 2.13996 24.66826 6.37487 0.2002
H 3.36391 26.06423 6.25455 0.3973
H 1.78079 26.15920 5.42749 0.3568
C 4.24815 24.18738 3.31324 -0.7922
S 5.90429 23.37479 3.07003 0.3597
O 6.04486 23.12074 1.59869 -0.4643
C 7.03856 24.78433 3.31521 -1.1059
H 3.43992 23.58770 2.89460 0.2924
H 4.33804 25.14618 2.80263 0.2615
H 4.00709 24.19521 4.37622 0.3200
H 8.07759 24.45587 3.28996 0.3367
H 6.91085 25.24453 4.29503 0.4333
H 6.82769 25.68786 2.74313 0.3454
C -7.08966 24.82242 -2.70714 -0.2898
S -7.18274 23.52389 -1.46141 0.4072
O -7.03106 22.18442 -2.15203 -0.6319
C -5.67589 23.70981 -0.34791 -0.6878
H -8.09495 25.20571 -2.88196 0.4296
H -6.81321 24.41662 -3.68028 0.0036
H -6.46013 25.70230 -2.57446 -0.0192
H -5.72324 24.59497 0.28640 0.3080
H -4.88032 24.02023 -1.02525 0.1122
H -5.52193 22.72631 0.09606 0.3534
C -3.47213 23.93566 -6.80214 -0.9461
S -5.08983 24.05919 -5.97804 0.4197
O -5.11074 25.31557 -5.06118 -0.3862
C -6.04064 24.62447 -7.47921 -1.0497
H -2.76638 23.52937 -6.07760 0.3379
H -3.14226 24.93712 -7.07852 0.2672
H -3.62630 23.32405 -7.69111 0.4066
H -6.25717 23.74734 -8.08901 0.4342
H -5.47784 25.36135 -8.05223 0.2780
H -7.05141 24.92935 -7.20812 0.3377
C 5.99979 22.08423 -1.33740 -0.4843
S 7.63113 21.84288 -2.16600 0.3758
O 7.75391 22.90601 -3.31082 -0.5983
C 8.64046 22.51146 -0.77572 -0.8548
H 5.99995 21.53422 -0.39636 0.3599
H 5.28738 21.72242 -2.07881 0.3515
H 6.07364 23.14237 -1.08645 -0.0289
H 9.57543 22.82981 -1.23678 0.3801
H 8.88348 21.62876 -0.18420 0.3297
H 8.30188 23.34568 -0.16128 0.2138
C -0.44373 20.18224 6.85985 -0.9764
S -1.13349 21.56630 5.92418 0.4686
O -1.29656 22.87615 6.73900 -0.6054
C 0.27667 21.76593 4.79663 -0.7715
H 0.39490 20.57448 7.43513 0.3158
H -0.25659 19.35905 6.17032 0.3480
H -1.13380 19.92540 7.66355 0.3450
H 1.01022 22.34325 5.35939 0.1580
H -0.01952 22.38376 3.94889 0.3010
H 0.48961 20.77951 4.38469 0.3982
C 0.88581 20.00246 -1.62256 -0.9310
S 2.75761 20.01139 -1.46966 0.6119
O 3.18215 18.55561 -1.67318 -0.6880
C 2.86731 20.43938 0.31748 -0.6237
H 0.50717 19.67603 -2.59115 0.3395
H 0.38579 20.96230 -1.49306 0.2659
H 0.48434 19.41845 -0.79439 0.3190
H 3.82157 20.84891 0.64882 0.2043
H 2.40630 19.78374 1.05620 0.4440
H 2.33106 21.38296 0.41839 0.1034
C 5.56973 25.49881 -3.33572 -0.9919
S 4.28409 25.86405 -4.66285 0.7365
O 4.75800 27.10553 -5.36757 -0.6964
C 4.72862 24.54425 -5.89078 -1.0935
H 6.56842 25.31300 -3.73095 0.3667
H 5.30586 24.79345 -2.54771 0.2109
H 5.77729 26.48617 -2.92324 0.4004
H 4.47919 24.96908 -6.86309 0.3662
H 4.27057 23.60140 -5.59192 0.3508
H 5.79218 24.31096 -5.94116 0.3236
C -0.73962 25.78070 0.17434 -0.6775
S 0.96237 25.30262 -0.38955 0.4918
O 1.14763 23.74797 -0.25285 -0.6141
C 0.53906 25.58088 -2.18037 -0.7040
H -0.92222 26.70262 -0.37774 0.1929
H -0.84725 25.87514 1.25489 0.2474
H -1.51211 25.04137 -0.03724 0.2869
H 1.43965 25.48826 -2.78737 0.2081
H 0.19577 26.59046 -2.40627 0.1716
H -0.23763 24.86055 -2.43726 0.3357
C 0.79533 29.68339 1.72036 -0.8085
S -0.01660 31.39531 1.67779 0.5373
O -1.24981 31.41421 2.54475 -0.6265
C 1.15453 32.40205 2.50027 -0.9038
H 0.72767 29.28415 2.73236 0.3798
H 1.73953 29.76942 1.18260 0.3783
H 0.09960 28.97048 1.27784 0.0961
H 1.74754 31.80203 3.19049 0.2883
H 0.61676 33.19792 3.01552 0.3252
H 1.90602 32.89981 1.88742 0.3403
C -3.68520 26.06407 4.73842 -0.9126
S -2.62125 27.02863 3.69990 0.7400
O -1.78447 27.76306 4.77122 -0.6818
C -3.82984 28.37839 3.25639 -1.0686
H -4.43686 25.56599 4.12604 0.3492
H -4.32938 26.68289 5.36308 0.3525
H -3.03540 25.33171 5.21749 0.2008
H -3.38196 29.13097 2.60744 0.2939
H -4.14574 28.76066 4.22705 0.3739
H -4.66614 27.91321 2.73456 0.3481
C 0.98537 28.30921 -5.30184 -0.6140
S 1.16186 29.96187 -4.49863 0.3115
O -0.10828 29.86657 -3.66040 -0.5643
C 2.48576 29.39641 -3.36815 -0.8382
H 1.77830 27.99093 -5.97863 0.4541
H 0.29271 28.50704 -6.11987 0.3842
H 0.72247 27.52749 -4.58917 -0.1002
H 2.78761 30.26842 -2.78798 0.4072
H 3.39604 29.14273 -3.91141 0.3394
H 2.23063 28.70507 -2.56499 0.1862
C -2.35555 27.98492 -4.07096 -1.1123
S -3.62004 26.91957 -3.19718 0.6280
O -2.82751 26.01876 -2.18866 -0.6543
C -4.61690 28.21181 -2.26627 -1.0808
H -2.80385 28.54661 -4.89049 0.5320
H -1.55948 27.42547 -4.56230 0.1474
H -1.90090 28.75666 -3.44980 0.4500
H -5.62218 28.45183 -2.61254 0.3705
H -4.11076 29.17558 -2.21092 0.3465
H -4.79794 27.82719 -1.26258 0.3220

How do the records compare in ΔE to the lowest compared entry with this formula, charge and spin? In the order shown, they have 0.00, 36.26, 99.40, 124.79 kcal per mole.